Entry 1:
{
  "formula": "C8H17NO",
  "method": "ωB97M-V/def2-TZVPD",
  "total_charge": 0,
  "spin_multiplicity": 1,
  "largest_force_ev_per_a": 2.75,
  "homo_lumo_gap_ev": [7.25, 8.47],
  "total_energy_ha": -444.79590,
  "mol_weight_da": 143.23,
  "e_homo_ha": [-0.2403, -0.2769],
  "symbols": ["C", "H", "C", "H", "H", "H", "H", "H", "C", "H", "H", "H", "H", "H", "C", "H", "H", "C", "H", "H", "N", "H", "C", "C", "H", "C", "O"],
  "coordinates": [[-1.385977, -1.445861, 1.833138], [-1.654059, -2.771366, -0.667378], [-0.992894, -1.069482, 0.435349], [-0.639370, -2.102759, 2.279409], [2.208616, 2.549978, 0.016847], [1.209228, 0.282587, 1.808862], [-3.052401, 1.701639, -1.446211], [0.485090, 2.309480, 0.187370], [-1.957075, 1.758010, -1.361362], [-0.473026, -1.779012, -1.533750], [3.399501, 0.567504, 0.656786], [1.141411, 2.462699, -1.420942], [-1.573747, 2.205205, -2.278313], [-1.509942, -0.554088, 2.443686], [1.389513, -0.350133, 0.951892], [-1.724113, 2.416773, -0.513759], [1.128156, 0.091152, -1.391747], [-0.751693, -2.165949, -0.557063], [-2.336392, -1.985633, 1.830559], [0.059306, -2.813925, -0.220263], [-1.359175, 0.452139, -1.251726], [1.284417, -1.393305, 1.215762], [1.346055, 2.050950, -0.434782], [2.664064, -0.081123, 0.191311], [3.105784, -0.946897, -0.294359], [1.546519, 0.572805, -0.522823], [-1.557797, 0.038611, 0.043505]],
  "forces_ev_per_angstrom": [[0.2, 0.2, -0.2], [-0.1, 0.0, 0.0], [-1.9, -0.5, -0.3], [0.0, 0.0, 0.0], [0.0, 0.0, -0.2], [0.0, 0.3, 0.0], [0.0, 0.1, 0.0], [0.0, 0.0, -0.1], [-0.4, -0.1, 0.2], [-0.1, 0.1, 0.0], [0.1, 0.0, -0.1], [0.1, 0.0, -0.1], [0.0, 0.0, 0.0], [0.1, 0.0, 0.1], [1.3, 1.5, -1.3], [0.0, 0.0, -0.1], [0.1, -0.1, 0.0], [0.8, 0.4, 0.0], [-0.1, -0.1, -0.1], [-0.1, -0.1, 0.1], [0.0, -0.3, 0.0], [-0.6, -0.1, -0.7], [-0.4, 0.2, 0.6], [0.6, 0.3, 0.1], [0.0, 0.0, 0.1], [-0.5, -2.0, 1.8], [0.8, 0.2, -0.2]],
  "mulliken_charge": [-1.46, 0.39, 0.91, 0.36, 0.42, 0.25, 0.29, 0.18, -0.84, 0.34, 0.27, 0.31, 0.29, 0.36, -0.81, 0.30, 0.39, -1.11, 0.39, 0.31, -0.64, 0.51, -1.43, -0.69, 0.25, 0.39, 0.05]
}



Entry 2:
{
  "formula": "C44H77N11",
  "method": "ωB97M-V/def2-TZVPD",
  "total_charge": 1,
  "spin_multiplicity": 2,
  "largest_force_ev_per_a": 5.55,
  "homo_lumo_gap_ev": [10.09, 3.39],
  "total_energy_ha": -2324.55664,
  "mol_weight_da": 760.18,
  "e_homo_ha": [-0.4783, -0.4778],
  "s2": 0.757,
  "symbols": ["C", "H", "H", "H", "H", "N", "H", "H", "C", "H", "C", "C", "H", "H", "H", "H", "C", "H", "C", "C", "C", "C", "N", "H", "N", "N", "C", "C", "C", "C", "H", "H", "H", "H", "C", "H", "H", "H", "H", "H", "C", "C", "C", "C", "H", "N", "C", "H", "C", "H", "N", "H", "C", "H", "H", "C", "C", "C", "H", "H", "H", "C", "H", "H", "C", "H", "H", "N", "H", "H", "C", "C", "H", "H", "H", "H", "C", "H", "H", "N", "C", "H", "C", "H", "C", "C", "H", "N", "H", "H", "N", "H", "C", "H", "H", "H", "H", "H", "H", "C", "C", "H", "H", "H", "H", "H", "H", "H", "H", "H", "H", "H", "C", "N", "H", "H", "H", "C", "H", "H", "C", "H", "H", "H", "C", "C", "C", "H", "H", "H", "C", "C"],
  "coordinates": [[2.676388, 2.558872, -3.073274], [5.156991, -2.176982, -0.125212], [0.265353, 3.491749, 4.513506], [-5.166940, -0.102284, 3.504230], [-5.459809, 3.604052, -4.260259], [-3.581704, -5.453671, 1.146421], [5.085318, 1.263600, -2.502963], [2.196125, 0.485032, -0.741014], [-2.260757, -2.132657, 0.566392], [0.374340, 1.382985, 0.959891], [0.925937, 5.129166, 1.635350], [-2.089890, -1.710068, -3.743130], [-1.557068, -0.823188, -4.086136], [1.175473, 0.568317, 5.172575], [-5.613684, 0.871696, 1.252746], [-0.125876, 1.075709, -1.272168], [1.998407, 0.583544, 1.885757], [-0.089588, -4.271452, -3.557924], [2.229389, -2.587367, 4.416222], [-4.625127, 0.747298, 3.088604], [-3.426216, -1.602457, -0.177544], [-5.446771, 1.557620, 2.083256], [-6.204265, 1.260993, -6.257626], [5.194296, -4.362202, 4.552432], [3.501281, -1.307563, -3.212028], [1.515600, -3.466024, 2.070054], [1.628887, 5.097214, 0.272973], [0.266916, -6.281330, -1.013766], [0.255528, 0.058582, -1.362067], [4.983989, -1.183716, 0.289021], [-3.933728, -1.096718, -3.098377], [-3.671525, 0.431365, 2.665605], [5.254956, -2.594077, 4.413287], [5.538350, 0.817001, -4.133799], [4.624626, -3.473446, 4.280962], [-3.995045, 2.277045, -1.767574], [0.335263, 6.040339, 1.730086], [1.344854, -2.524118, 5.050019], [-1.695409, -2.775681, -0.108155], [-6.425998, 1.801482, 2.495268], [6.141732, 0.878166, 1.267596], [0.895784, 0.427523, 1.017278], [-1.283747, 1.970896, 4.367602], [0.998058, 1.609655, 5.441335], [2.356481, -5.949981, -0.906359], [-2.374908, 2.355113, 0.690218], [-3.594195, -1.719084, -3.926311], [7.096849, 1.402889, 1.290161], [-3.319762, 2.713628, -2.503428], [-3.916779, -1.354733, -4.901646], [4.804675, 2.870774, 0.145555], [-3.205117, 2.890351, -4.611340], [-0.435391, 5.547704, -0.939690], [-0.513301, -3.619843, -2.032470], [0.643784, 2.398456, 3.348240], [-3.405343, 2.602372, 1.129826], [4.685841, 1.039378, -3.492027], [-2.758945, -2.970223, 1.750361], [-4.371707, 1.401863, 3.922522], [-3.273121, 3.790504, -2.341329], [6.703116, -0.231059, -0.535025], [-4.746697, 2.889960, 1.661253], [1.173930, 4.897232, -1.869794], [4.360836, -1.315605, 1.173555], [-3.718992, -3.896522, -2.644925], [-4.131515, -2.327153, -0.584303], [-4.280485, -3.730354, -4.640475], [-3.216943, -4.553214, -1.808488], [7.020971, -1.040141, 1.056291], [5.836858, 0.773185, 2.308806], [1.360237, -0.109924, -0.373032], [-4.274632, -3.113449, -3.741864], [-5.234436, 3.413146, 0.838774], [-1.699322, 2.420929, 3.466006], [3.470609, 2.056317, -4.973852], [4.513824, -3.443390, 3.197019], [-3.777526, 2.263054, -3.928006], [-1.721488, -1.223527, 0.832421], [1.709301, 5.276809, 2.378750], [-1.440735, -0.644597, 4.195850], [6.320449, -0.454695, 0.460790], [0.477784, -2.708372, -3.155909], [0.280086, 2.410601, 4.375698], [-5.329160, -2.880765, -3.593767], [3.280468, -3.481772, 5.052293], [-5.798777, 1.822291, -5.348444], [-3.603191, -2.454104, 2.207487], [-1.408048, 6.184181, -0.966537], [0.640785, -0.080989, -2.372120], [2.077608, 3.379074, -3.469304], [2.923680, 0.752208, 2.581427], [2.875145, 2.889560, -2.053840], [-5.318547, 2.531286, -4.128647], [1.786145, -3.724684, -1.155803], [2.181962, 6.014638, 0.071629], [0.232202, -0.200254, 1.611961], [-2.316647, 2.370229, -2.250576], [-1.932805, -3.151411, 2.437946], [-3.535055, 1.219293, -4.127690], [0.741525, 4.726236, -0.883952], [0.322777, -3.698539, -2.727373], [0.324373, 4.226374, 1.741138], [-0.635722, -0.565790, -1.299379], [0.367781, 3.703151, -0.842748], [-1.555316, -2.495652, -4.277144], [-4.628830, 3.664910, 2.418661], [-1.835609, -1.825231, -2.689477], [2.857117, -4.482931, 5.133313], [1.744331, -1.126388, -0.287138], [1.662972, -6.386951, -2.468821], [4.475149, 3.097685, -3.960847], [-3.029874, -1.025194, -1.012878], [-3.220919, -4.346368, 1.426383], [-0.703962, -6.675222, -0.530351], [3.511730, -3.142076, 6.061857], [2.449400, 4.384184, 0.353333], [2.033981, 1.679439, -3.118221], [1.828087, -3.102544, 3.077385], [2.016123, 1.997292, 5.478423], [-1.852092, 2.321043, 5.229268], [5.369118, 1.982129, 0.640574], [0.489015, 1.677756, 6.402764], [4.301410, -0.754863, -0.444640], [-5.775584, 2.069462, -3.253480], [-1.359952, 0.505789, 4.271062], [1.507957, -5.788366, -1.571183], [1.602979, -4.308702, -2.057732], [-3.948294, -0.844702, 0.406690], [2.624965, -1.572554, 4.373948], [2.393716, -4.093980, -2.776574], [3.824044, 2.223527, -3.956397], [4.026859, -0.285005, -3.309747]],
  "forces_ev_per_angstrom": [[-1.5, -0.2, 0.1], [0.1, -0.2, 0.1], [0.1, 0.0, 0.8], [0.0, 0.0, -0.2], [-0.4, -0.1, 0.4], [0.2, 0.6, 0.1], [0.2, 0.2, 0.1], [0.1, 0.2, 0.3], [0.1, -0.1, -1.6], [0.0, 0.2, -0.3], [0.6, 0.9, -0.7], [0.9, -0.4, -0.4], [-0.5, 0.4, 0.0], [-0.5, -0.1, -0.1], [-0.1, 0.5, -0.5], [0.0, 0.2, -0.2], [3.6, 1.0, 2.5], [0.3, -0.4, -0.1], [-0.1, 0.0, 0.0], [0.1, 0.9, 0.3], [-1.0, 1.0, -0.7], [0.2, 0.1, 0.3], [-0.1, -0.4, -0.5], [0.1, 0.1, -0.1], [0.2, 0.5, 0.1], [-1.4, -1.5, -4.2], [1.1, -0.3, 0.6], [-0.7, 0.3, 0.9], [-0.6, 0.3, -1.0], [-0.2, -0.7, -0.4], [-0.7, 0.3, -0.4], [-0.1, -0.2, -0.1], [-0.2, 0.1, 0.8], [0.0, 0.4, -0.2], [-0.2, -0.2, -0.3], [0.0, 0.0, 0.2], [-0.5, -0.2, -0.1], [-0.2, -0.1, -0.1], [0.5, 0.0, 0.3], [0.0, 0.0, 0.0], [0.7, 1.0, -0.9], [-0.4, -0.4, -0.6], [1.8, 0.2, -0.8], [1.2, 0.5, -0.7], [-0.2, -0.3, 0.1], [0.3, -0.2, 0.0], [0.4, -0.5, 0.4], [0.6, -0.4, 0.3], [-0.3, -0.7, -0.4], [0.0, 0.3, 0.2], [0.8, -1.3, 0.6], [-0.1, -0.3, -0.4], [-2.7, 1.5, 0.2], [0.1, 0.0, 0.3], [0.3, -0.9, 0.1], [-0.2, 0.1, 0.1], [-0.1, -0.8, 0.7], [-0.8, -2.2, 0.7], [0.1, -0.1, 0.3], [-0.4, 0.1, -0.3], [0.4, 0.0, 0.2], [0.4, -0.6, -0.7], [0.6, -0.3, 0.1], [0.4, 0.1, 0.4], [1.0, -1.6, 1.8], [0.1, -0.1, 0.2], [0.4, 0.0, -0.1], [-1.2, 1.7, -1.4], [0.1, -0.1, -0.3], [-0.3, -0.3, -0.2], [-0.4, 0.0, 0.9], [0.0, 0.8, -0.3], [-0.4, -0.2, 0.0], [-0.4, -0.2, 0.0], [0.0, 0.0, 0.0], [-0.4, -0.5, -0.2], [0.1, 1.3, 0.7], [0.5, -0.6, 0.8], [-0.1, -0.6, 0.3], [0.1, 0.7, -0.1], [-1.6, 1.1, 0.8], [0.5, 0.1, 0.3], [-2.5, -0.1, 0.1], [-0.1, -0.4, 0.4], [0.9, 0.1, -0.3], [0.2, 0.8, 1.3], [0.1, 0.0, 0.3], [1.4, -0.9, 0.0], [0.0, 0.0, -0.1], [0.1, 0.0, -0.4], [-1.9, -0.5, -1.3], [0.5, -0.5, 0.1], [1.7, -1.1, -0.8], [0.2, 0.3, -0.1], [-0.4, 0.3, 0.0], [-0.4, -0.5, -0.5], [0.0, -0.2, -0.2], [0.3, 0.2, 0.3], [-0.1, 0.0, 0.1], [-0.3, 0.0, -0.7], [0.0, -0.6, 0.3], [0.0, 0.1, 0.4], [0.2, -0.4, 0.5], [0.2, -0.3, 0.1], [-0.3, -0.3, 0.0], [-0.2, -0.4, 0.5], [0.0, -0.1, 0.0], [0.3, -0.1, 0.0], [-0.2, -0.1, 0.1], [0.2, -0.4, 0.0], [0.3, -0.1, -0.3], [0.0, 0.0, -0.3], [0.5, 1.5, -0.7], [0.5, 0.3, -0.3], [-0.3, 0.1, 0.1], [-0.1, -0.4, -0.2], [-0.4, 0.0, 0.6], [1.5, 2.3, 4.8], [0.0, 0.1, 0.6], [0.3, -0.1, 0.1], [-1.3, 0.3, -0.6], [0.2, 0.0, 0.0], [0.3, 0.6, -0.1], [-0.6, 0.5, -0.1], [-0.5, -0.3, -0.1], [0.9, 0.5, -1.8], [-1.8, 1.0, 0.2], [-0.3, -0.1, 0.2], [-0.1, 0.1, -0.6], [0.4, -0.7, 0.4], [1.1, 0.3, -0.3], [-0.6, 0.3, -0.4]],
  "lowdin_spin": [0.00, 0.00, 0.00, 0.00, 0.00, 0.46, 0.00, 0.00, 0.06, 0.00, 0.00, 0.00, 0.00, 0.00, 0.00, 0.00, 0.00, 0.00, 0.00, 0.00, 0.02, 0.00, 0.00, 0.00, 0.00, 0.00, 0.00, 0.00, 0.00, 0.00, 0.00, 0.00, 0.00, 0.00, 0.00, 0.00, 0.00, 0.00, 0.00, 0.00, 0.00, 0.00, 0.00, 0.00, 0.00, 0.00, 0.00, 0.00, 0.00, 0.00, 0.00, 0.00, 0.00, 0.00, 0.00, 0.00, 0.00, 0.07, 0.00, 0.00, 0.00, 0.00, 0.00, 0.00, 0.03, 0.00, 0.00, 0.09, 0.00, 0.00, 0.00, 0.00, 0.00, 0.00, 0.00, 0.00, 0.00, 0.00, 0.00, 0.00, 0.00, 0.00, 0.00, 0.00, 0.00, 0.00, 0.00, 0.00, 0.00, 0.00, 0.00, 0.00, 0.00, 0.00, 0.00, 0.00, 0.00, 0.02, 0.00, 0.00, 0.00, 0.00, 0.00, 0.00, 0.00, 0.00, 0.00, 0.00, 0.00, 0.00, 0.00, 0.01, 0.22, 0.00, 0.00, 0.00, 0.00, 0.00, 0.00, 0.00, 0.00, 0.00, 0.00, 0.00, 0.00, 0.00, 0.00, 0.00, 0.00, 0.00, 0.00, 0.00]
}